{
  "formula": "C12H23NO6S",
  "method": "the ωB97M-V functional and the def2-TZVPD basis",
  "gap_ev": 9.641,
  "e_lumo_ev": 0.6,
  "relative_energy_ev": 0.830,
  "smiles": "CN(C)C(=O)C[C@H]1CCCS(=O)(=O)O1.CCOC(C)=O",
  "elements": ["H", "H", "C", "H", "S", "H", "H", "H", "C", "C", "O", "O", "H", "N", "H", "C", "C", "H", "H", "H", "H", "C", "H", "C", "H", "H", "O", "O", "H", "O", "H", "C", "H", "H", "H", "H", "H", "O", "C", "C", "H", "C", "C"],
  "positions_angstrom": [[-3.60020, -3.49104, 1.12299], [-1.66187, -0.04759, 2.77277], [-0.41374, 2.89346, -1.66670], [-2.11663, 3.41088, -2.80682], [-2.16504, -2.56465, -0.46019], [1.01992, 2.29816, -3.82544], [-0.92960, 4.70685, -2.63801], [-0.27237, -1.90659, 1.30045], [1.57060, -0.02841, 1.62335], [1.63146, 2.58537, -2.96981], [-1.26899, -3.57208, -0.95845], [0.87298, 2.49743, -1.75820], [2.88940, 3.95852, -4.04056], [2.18370, -1.31435, 1.72792], [1.26869, -2.26874, 0.00686], [0.25452, 0.14949, 0.87802], [2.26195, 3.94962, -3.14906], [-1.92961, -2.45732, 3.16692], [-0.65047, 3.39491, -3.79142], [-3.53408, -1.85477, 2.80106], [1.50897, 4.73092, -3.25387], [1.76889, -2.07731, 2.90741], [2.64167, -2.46665, 3.43761], [-2.54229, -2.01681, 2.37681], [2.88102, 4.19169, -2.28570], [0.46849, 0.36471, -0.17220], [-0.99923, 2.66832, -0.64400], [-3.35962, -2.22949, -1.17464], [2.71206, -3.03458, 0.68505], [2.10232, 0.93228, 2.11163], [-1.90680, -3.85702, 1.41696], [-0.75853, -0.97516, 1.01247], [1.13802, -2.93488, 2.64213], [2.40266, 1.82506, -2.85926], [2.86104, -1.54265, -0.24053], [-0.17810, 1.07378, 1.26325], [-2.66238, -0.15416, 1.32462], [-1.34041, -1.21524, -0.30926], [-1.05447, 3.63850, -2.81296], [-1.93126, -0.69222, 1.93638], [1.21086, -1.44589, 3.60234], [2.23717, -2.07516, 0.48016], [-2.61070, -3.04721, 1.21995]]
}



{
  "formula": "C12H24BN7O15",
  "method": "the ωB97M-V functional and the def2-TZVPD basis",
  "gap_ev": 8.754,
  "e_lumo_ev": -1.0,
  "smiles": "CC(=O)N(C)C1=C(B(N)O)C(=O)OC1=O.C[N+](=O)[O-].C[N+](=O)[O-].C[N+](=O)[O-].C[N+](=O)[O-].C[N+](=O)[O-]",
  "elements": ["C", "H", "O", "O", "O", "H", "N", "C", "H", "H", "C", "C", "H", "H", "H", "O", "C", "O", "H", "C", "H", "O", "O", "N", "H", "O", "C", "N", "H", "H", "B", "C", "H", "H", "H", "N", "H", "C", "N", "H", "O", "O", "C", "N", "H", "H", "O", "O", "C", "N", "H", "O", "O", "H", "O", "H", "H", "H", "C"],
  "positions_angstrom": [[0.45981, 4.55155, 0.47076], [-0.08196, 5.37953, 0.01511], [3.73484, 3.11241, -1.83362], [2.50742, 5.43911, -0.12482], [-2.70092, -1.73293, 1.15336], [6.97663, 2.65997, -1.14583], [-5.26938, -3.21359, -2.00407], [5.86134, -1.10798, -3.32728], [-9.70555, -0.55586, 0.86385], [4.26297, 0.39794, 2.20525], [4.95453, -0.45725, 0.18907], [-5.85072, -1.92164, -2.45653], [-9.59166, -1.85965, 2.09785], [-0.82034, -1.35650, 2.37643], [-6.03920, -2.00298, -3.52639], [2.16205, 5.00169, 1.97373], [6.34083, 0.99499, -3.96619], [5.59240, -2.28339, -3.61307], [5.48171, 1.44485, 1.23078], [5.47957, 1.16603, -2.60819], [-5.13769, -1.12537, -2.25043], [-3.04499, -2.15855, 3.26690], [6.38770, 1.85230, -4.86984], [1.21631, -1.15193, 2.80575], [-4.66392, -3.42899, 1.07363], [5.82217, -1.26319, 0.64530], [2.90791, -0.41820, -1.23364], [6.10927, 3.20125, -0.99981], [0.24444, -2.63746, 1.70169], [5.85801, 3.18375, 0.00024], [5.03773, 2.51126, -1.81709], [0.02718, -2.01071, 2.56601], [-9.33118, -0.15020, 2.56877], [-5.25047, -2.90570, 2.68433], [2.75712, 0.60475, -1.71628], [1.82383, 5.03794, 0.80356], [3.72383, 1.39130, 0.66677], [4.55897, 0.76237, 1.16237], [-7.76803, -1.04589, 1.47799], [2.41943, -1.23136, -1.88236], [-5.95090, -4.21186, -2.16647], [-7.46984, -1.85012, 0.60071], [-9.21519, -0.88878, 1.77783], [4.37085, -0.73821, -1.14138], [-5.29140, -1.76173, 1.30900], [-6.77523, -1.76381, -1.90259], [-4.15480, -3.18176, -1.50436], [1.77556, -1.25473, 3.88360], [-4.75894, -2.59204, 1.76502], [-3.38730, -2.12215, 2.09028], [-0.14847, -2.62063, 3.44995], [1.54820, -0.40123, 1.89915], [-6.98347, -0.36449, 2.12526], [-0.03023, 4.22767, 1.38705], [6.93202, -0.30049, -3.88702], [3.90154, 4.06597, -1.61980], [2.43634, -0.49169, -0.19804], [0.56848, 3.71939, -0.22406], [5.15792, -0.16816, -2.24002]]
}



{
  "formula": "C12H24CaN6O6",
  "method": "the ωB97M-V functional and the def2-TZVPD basis",
  "gap_ev": [3.756, 3.812],
  "e_lumo_ev": [-1.3, -1.3],
  "elements": ["H", "C", "H", "H", "O", "H", "O", "C", "N", "H", "H", "H", "H", "H", "H", "N", "H", "H", "H", "N", "C", "C", "C", "O", "O", "C", "C", "C", "O", "H", "C", "H", "Ca", "H", "C", "H", "H", "H", "H", "O", "N", "H", "C", "H", "N", "H", "C", "N", "H"],
  "positions_angstrom": [[1.66227, 2.35307, 0.16212], [0.73792, 0.93266, 4.56115], [1.75280, -3.06110, -1.22989], [0.49287, -5.40014, -1.19209], [3.23595, -0.51586, 0.10824], [0.17998, 0.45308, 5.37377], [-0.93614, -1.74960, -2.64620], [0.02547, 0.29320, -3.13592], [-0.11038, -0.66021, -2.21202], [1.85580, 3.26375, -3.27752], [-1.55043, 1.79856, 2.22494], [0.29046, -0.15459, -5.21791], [-0.81046, -1.18693, 5.18157], [1.27704, -3.47156, 0.48276], [3.58671, -0.13277, 0.93362], [1.12091, 0.59660, 2.08171], [-1.32807, -0.55811, -4.52615], [2.34891, -4.55996, -0.45114], [-3.92673, 2.83670, 1.52139], [-1.49998, 1.02169, 0.22042], [1.48850, -3.86495, -0.52112], [-3.47146, 1.93271, -0.43720], [-3.27277, 2.26513, 0.89768], [1.70026, 2.53760, -0.82635], [1.57347, 1.80879, 1.94599], [0.53197, 0.23343, 3.26193], [0.82582, 1.43575, -2.69493], [-0.23525, -0.95263, 3.13249], [0.27642, -4.46253, -1.00698], [-4.29589, 2.17890, -1.09178], [1.05780, 2.59712, -3.62300], [1.33922, 2.22060, -4.61877], [0.73348, -0.47195, -0.04393], [-2.12739, -1.45778, 4.05151], [-1.04754, -1.59035, 4.19762], [-0.85526, -2.66805, 4.20241], [0.15278, 3.21678, -3.73985], [3.66400, 0.00554, -0.59398], [-0.72977, -2.50437, -2.03012], [-1.02085, -2.31664, 1.48037], [-2.39647, 1.20354, -0.80239], [-2.20923, 0.81688, -1.72519], [-0.50952, 0.17517, -4.52939], [-0.88427, 1.14720, -4.88100], [1.24430, 1.34836, -1.42749], [1.80659, 0.91137, 4.81058], [-2.03578, 1.69996, 1.25966], [-0.11798, -1.51959, 1.89142], [0.40993, 1.97553, 4.49894]]
}



{
  "formula": "C12H24Cl12",
  "method": "the ωB97M-V functional and the def2-TZVPD basis",
  "gap_ev": 10.999,
  "e_lumo_ev": 0.4,
  "relative_energy_ev": 1.923,
  "smiles": "ClCCCl.ClCCCl.ClCCCl.ClCCCl.ClCCCl.ClCCCl",
  "elements": ["Cl", "H", "C", "H", "Cl", "H", "H", "H", "Cl", "H", "H", "H", "H", "H", "C", "H", "C", "Cl", "Cl", "H", "Cl", "H", "C", "Cl", "C", "H", "H", "H", "C", "H", "H", "C", "H", "Cl", "Cl", "H", "C", "Cl", "C", "Cl", "H", "C", "Cl", "H", "C", "C", "H", "H"],
  "positions_angstrom": [[0.82682, 3.60275, -8.00765], [0.61751, -1.85436, 9.95268], [-0.57928, 1.66805, 1.10886], [-0.52586, 2.75651, 1.13130], [-2.74664, -0.42193, 10.20134], [-0.66245, 0.26910, 9.26996], [1.93415, 5.52511, -11.00634], [-1.63408, 1.42125, 0.98803], [6.99217, -0.92864, 5.33758], [-0.23978, -8.51506, 1.30007], [8.90628, -0.62247, 3.27388], [1.32185, 1.31396, 0.10548], [-0.65684, 0.00396, 11.01059], [6.18022, 0.82308, 3.91447], [1.13043, 5.03076, -10.46066], [-4.99612, 2.52137, -6.50867], [1.88963, 4.50315, -9.15000], [-2.31720, -8.38816, -0.23649], [-5.29416, 3.45503, -4.40291], [0.72719, 4.30765, -11.16959], [-1.01481, -2.86722, 11.32884], [-0.63278, -6.80018, 1.69005], [-7.11901, 2.84498, -6.31104], [-0.62517, -8.09575, 3.60050], [-0.89710, -7.84485, 1.85402], [-2.50251, -9.11683, 1.89686], [2.78715, 3.90474, -9.30640], [-0.86965, -2.23455, 9.00170], [7.16227, 0.41459, 4.15280], [-5.34887, 4.14908, -6.69336], [2.28390, 5.37759, -8.63231], [-0.95199, -0.42946, 10.05500], [-2.96716, -7.26577, 1.78510], [-7.56701, 2.48517, -8.02174], [-0.08063, -0.52277, -0.35095], [7.66940, 1.22433, 4.67743], [-5.67336, 3.28137, -6.11902], [7.02359, -1.22052, 1.96351], [-2.36103, -8.11918, 1.48118], [-0.23511, 6.01281, -9.86551], [8.22118, 0.74484, 2.45426], [0.25136, 1.22244, -0.07836], [0.14091, 1.12277, 2.61914], [-7.79283, 3.65261, -6.02504], [7.95747, -0.16218, 2.99819], [-0.47226, -1.87710, 9.95165], [-7.26548, 1.92653, -5.74262], [0.00568, 1.72136, -1.01581]]
}



{
  "formula": "C12H24Cl12",
  "method": "the ωB97M-V functional and the def2-TZVPD basis",
  "gap_ev": 10.922,
  "e_lumo_ev": 0.3,
  "relative_energy_ev": 0.096,
  "smiles": "ClCCCl.ClCCCl.ClCCCl.ClCCCl.ClCCCl.ClCCCl",
  "elements": ["C", "C", "H", "H", "H", "Cl", "C", "H", "C", "H", "H", "C", "H", "Cl", "H", "H", "Cl", "Cl", "H", "C", "Cl", "H", "H", "H", "Cl", "H", "H", "H", "Cl", "H", "H", "C", "H", "H", "H", "C", "C", "H", "Cl", "Cl", "H", "C", "C", "Cl", "Cl", "Cl", "H", "C"],
  "positions_angstrom": [[1.34791, 1.64841, -0.07358], [-2.02102, 4.51335, -2.70197], [2.28646, -5.67700, -2.46138], [1.40653, 1.27714, 4.01314], [1.17427, -2.91053, -1.76457], [-0.81180, 4.40313, -1.40371], [-1.15793, -1.72167, 4.48151], [-3.26042, -1.46153, 4.12598], [3.21662, 1.75313, 5.02704], [-1.33705, 2.71070, -3.65969], [2.83026, 1.46507, 2.96037], [2.13188, -4.61864, -2.65676], [-2.15428, 5.56429, -2.94931], [-1.22152, 0.29672, -2.38682], [3.58819, 0.73417, 5.12962], [-0.23264, 0.32812, 0.49325], [0.40651, -1.24443, 3.76815], [1.71306, -1.03345, 0.27594], [-3.33431, -0.56092, -2.90922], [-2.36334, -0.66459, -3.38369], [2.36497, 2.13427, 6.54704], [-2.37287, -0.25437, -4.38787], [3.10373, -4.15966, -2.82876], [-1.17226, -1.39385, 5.51627], [-2.81496, 3.78009, -5.15741], [-2.96008, 4.11947, -2.32531], [-0.85496, -2.20874, -3.48911], [4.07328, 2.41444, 4.92504], [-2.31363, 0.61576, 3.62613], [-2.21033, -2.58612, -2.43924], [1.16905, 1.53895, -1.14273], [2.31442, 1.85023, 3.83843], [-1.19325, -2.80899, 4.43836], [0.82889, 2.54965, 0.24831], [-2.27208, -1.52970, 2.65862], [-1.93122, -2.10489, -3.37432], [0.82970, 0.46441, 0.67982], [0.96924, 0.60813, 1.74874], [1.85721, 3.53583, 3.48808], [-0.12706, -4.74758, -1.12197], [-0.64441, 4.19199, -4.33128], [1.42405, -3.93845, -1.52128], [-2.30897, -1.17278, 3.68502], [3.07347, 1.94735, 0.19645], [-2.72972, -2.98599, -4.69910], [1.22139, -4.45145, -4.18655], [2.01076, -3.95801, -0.60618], [-1.54174, 3.74850, -3.90949]]
}